Record 1
This record from the OMol25 dataset describes C7H15F6KNO8S2 as an isolated structure. The level of theory is the ωB97M-V functional and the def2-TZVPD basis.

Element x y z (Å)
K  1.887  1.701  -0.650
O  3.724  -0.185  -0.956
H  3.496  -0.377  -0.036
C  -2.567  -1.212  -1.338
N  -1.510  -1.321  -0.293
C  -1.876  -2.552  0.493
C  -0.191  -1.452  -1.058
C  -1.582  -0.109  0.650
C  -0.473  -0.113  1.701
O  0.802  -0.178  1.147
H  -2.524  -0.325  -1.964
H  -3.502  -1.294  -0.780
H  -2.574  -2.056  -2.027
H  -2.888  -2.469  0.879
H  -1.125  -2.691  1.266
H  -1.851  -3.413  -0.172
H  -0.429  -2.142  -1.867
H  0.483  -1.958  -0.376
H  0.157  -0.515  -1.475
H  -2.601  -0.250  1.004
H  -1.495  0.779  0.024
H  -0.597  -0.924  2.427
H  -0.557  0.842  2.236
H  1.462  -0.373  1.860
C  3.793  1.838  4.529
F  4.685  1.214  5.285
F  2.537  1.750  4.958
F  4.140  3.119  4.492
S  3.812  0.957  2.810
O  3.614  1.985  1.795
O  5.098  0.303  2.734
O  2.704  -0.007  2.995
C  -1.726  0.877  -4.505
F  -2.951  0.846  -5.045
F  -1.515  -0.370  -4.042
F  -0.853  1.199  -5.440
S  -1.744  2.052  -3.014
O  -3.094  1.859  -2.507
O  -0.649  1.577  -2.181
O  -1.522  3.390  -3.562

Summary:
charge	-1
spin multiplicity	1
HOMO	-3.56	eV
frontier orbital gap	5.287	eV

Record 2
This record from the OMol25 dataset describes a 2-piece molecular cluster, C4H8N2 overall. The level of theory is the ωB97M-V functional and the def2-TZVPD basis.

Element x y z (Å)
C  -0.542  -0.800  -0.137
C  0.368  0.138  0.245
C  -2.888  -2.743  -0.748
C  0.852  1.355  0.830
N  0.520  -0.507  -0.928
N  2.087  1.857  0.209
H  -2.244  -3.131  -1.587
H  -3.081  -1.758  -0.642
H  -3.295  -3.510  0.053
H  0.905  1.200  1.979
H  -0.130  2.041  0.752
H  3.018  1.350  0.413
H  2.364  2.836  0.475
H  2.066  1.674  -0.914

Summary:
charge	+2
spin multiplicity	1
HOMO	-18.29	eV
frontier orbital gap	7.268	eV
relative energy (zero: lowest compared OMol25 entry of this formula, charge and spin)	120.39	kcal/mol

Record 3
This record from the OMol25 dataset describes a 2-piece molecular cluster, C4H14N4 overall. The level of theory is the ωB97M-V functional and the def2-TZVPD basis.

Element x y z (Å)
C  1.864  0.487  -2.639
N  0.412  0.215  -2.534
C  -0.050  -0.920  -1.931
N  -1.317  -1.232  -1.922
H  1.967  1.413  -3.118
H  2.333  0.478  -1.640
H  2.325  -0.342  -3.211
H  -0.307  0.871  -2.777
H  0.780  -1.629  -1.634
H  -1.472  -2.058  -1.287
C  -0.131  0.935  1.708
C  -0.833  -0.371  2.078
N  0.087  -1.487  1.977
N  -0.969  2.161  1.690
H  0.752  1.019  2.364
H  0.234  0.767  0.670
H  -1.308  -0.388  3.084
H  -1.685  -0.426  1.387
H  -0.380  -2.374  2.148
H  0.824  -1.418  2.689
H  -1.334  2.221  0.683
H  -1.793  2.079  2.213

Summary:
charge	-1
spin multiplicity	2
HOMO (alpha / beta)	1.38 / -5.13	eV
frontier orbital gap (alpha / beta)	2.250 / 8.637	eV